#a
DFT (ωB97M-V/def2-TZVPD) results for one molecule with the formula C4H7NS.

Values from the calculation:
M: 101.17 g/mol
highest occupied orbital energy: -8.380 eV
SMILES string: S=CNC1CC1

Geometry as ORCA input:
```
! RIJCOSX wB97M-V def2-TZVPD def2/J DEFGRID3
* xyz 0 1
S 2.560 -0.058 -0.137
C 1.068 0.308 0.291
N -0.047 -0.315 0.008
C -1.306 0.045 0.495
C -2.213 0.756 -0.443
C -2.510 -0.677 -0.051
H 0.806 1.267 0.879
H 0.071 -1.236 -0.435
H -1.367 0.204 1.537
H -2.860 1.522 -0.049
H -1.800 1.077 -1.379
H -2.310 -1.468 -0.730
H -3.398 -0.812 0.558
*
```


#b
DFT (ωB97M-V/def2-TZVPD) results for one molecule with the formula C4H7NS.

Values from the calculation:
M: 101.17 g/mol
highest occupied orbital energy: -8.746 eV
SMILES string: C[C@H]1N[C@@H]1C=S

Geometry as ORCA input:
```
! RIJCOSX wB97M-V def2-TZVPD def2/J DEFGRID3
* xyz 0 1
C -0.544 1.413 -1.098
C -0.620 0.163 -0.220
N -0.065 -1.013 -0.824
C 0.705 -0.396 0.341
C 0.753 -0.954 1.670
S 2.128 -0.949 2.513
H -0.705 2.362 -0.582
H -1.358 1.338 -1.828
H 0.399 1.414 -1.685
H -1.545 -0.011 0.384
H -0.603 -1.863 -0.546
H 1.578 -0.032 -0.204
H -0.123 -1.471 2.079
*
```


#a wins, 14.3 kcal/mol ahead of the next structure.


#a
DFT (ωB97M-V/def2-TZVPD) results for C4H7NS as an isolated structure.

Values from the calculation:
M: 101.17 g/mol
highest occupied orbital energy: -8.383 eV

Geometry as ORCA input:
```
! RIJCOSX wB97M-V def2-TZVPD def2/J DEFGRID3
* xyz 0 1
C -1.784 -0.401 0.096
C -0.345 -0.235 -0.375
C 0.571 0.885 0.140
C 1.933 0.341 -0.015
H -1.943 -1.508 0.022
H -2.050 -0.258 1.167
H -2.455 0.015 -0.648
H -0.433 -0.124 -1.438
H 0.489 1.086 1.271
H 0.361 1.825 -0.326
H 2.867 1.034 0.134
N 2.119 -0.939 -0.118
S 0.671 -1.721 0.090
*
```


#b
DFT (ωB97M-V/def2-TZVPD) results for one molecule with the formula C4H7NS.

Values from the calculation:
M: 101.17 g/mol
highest occupied orbital energy: -8.476 eV
SMILES string: C=CN(C)C=S

Geometry as ORCA input:
```
! RIJCOSX wB97M-V def2-TZVPD def2/J DEFGRID3
* xyz 0 1
C -0.317 2.100 0.027
C 0.370 1.039 -0.167
N -0.011 -0.264 -0.245
C 1.009 -1.322 0.028
C -1.328 -0.913 -0.165
S -2.698 -0.138 -0.044
H 0.134 3.137 0.020
H -1.517 1.965 0.364
H 1.464 1.161 -0.481
H 1.363 -1.119 1.168
H 2.126 -1.345 -0.571
H 0.493 -2.309 0.434
H -1.088 -1.994 -0.368
*
```


#a wins, 54.7 kcal/mol ahead of the next structure.


#a
DFT (ωB97M-V/def2-TZVPD) results for C4H7NS as an isolated structure.

Values from the calculation:
M: 101.17 g/mol
highest occupied orbital energy: -7.928 eV

Geometry as ORCA input:
```
! RIJCOSX wB97M-V def2-TZVPD def2/J DEFGRID3
* xyz 0 1
C 0.794 0.236 0.154
C 2.685 0.956 0.210
C -1.469 -1.156 -0.361
C -1.559 0.251 0.236
N -0.221 0.806 0.514
S 2.062 -0.479 -0.676
H 2.902 1.829 -0.317
H 3.300 0.774 1.037
H -2.476 -1.551 -0.332
H -0.888 -0.921 -1.250
H -0.762 -1.914 0.097
H -2.225 0.212 1.112
H -2.143 0.957 -0.425
*
```


#b
DFT (ωB97M-V/def2-TZVPD) results for one molecule with the formula C4H7NS.

Values from the calculation:
M: 101.17 g/mol
highest occupied orbital energy: -8.630 eV
SMILES string: C=C(C)/C=N/S

Geometry as ORCA input:
```
! RIJCOSX wB97M-V def2-TZVPD def2/J DEFGRID3
* xyz 0 1
C -0.362 -1.524 -0.601
C 0.301 -0.413 -0.355
C 1.780 -0.254 -0.694
C -0.319 0.798 0.341
N -1.487 0.751 0.826
S -2.051 2.120 1.621
H 0.011 -2.451 -1.000
H -1.416 -1.611 -0.307
H 1.897 0.745 -1.111
H 2.101 -1.017 -1.393
H 2.305 -0.345 0.249
H 0.334 1.655 0.293
H -3.094 1.547 2.132
*
```


#b wins, 55.7 kcal/mol ahead of the next structure.


#a
DFT (ωB97M-V/def2-TZVPD) results for an isolated ion of composition C9H16NS2 and charge +1.

Values from the calculation:
M: 202.37 g/mol
highest occupied orbital energy (spin up / spin down): -11.518 / -11.644 eV

Geometry as ORCA input:
```
! RIJCOSX wB97M-V def2-TZVPD def2/J DEFGRID3
* xyz 1 1
C 2.192 -0.361 -0.310
C 1.998 -0.730 -1.541
C -2.136 1.725 0.771
C -3.196 0.577 0.687
C -0.751 1.036 0.678
C -2.340 -0.717 0.867
C -0.044 -1.340 0.660
C 2.733 0.250 0.901
C 2.718 -0.198 -2.708
N -1.036 -0.373 0.290
S 0.760 -1.832 -2.156
S -0.096 -2.692 -0.413
H -2.454 2.360 -0.111
H -2.183 2.224 1.753
H -3.987 0.632 1.449
H -3.609 0.507 -0.299
H -0.090 1.592 0.012
H -0.207 0.947 1.682
H -2.124 -1.117 1.863
H -2.811 -1.438 0.294
H -0.037 -1.585 1.729
H 2.787 -0.577 1.642
H 2.230 1.040 1.295
H 3.785 0.621 0.666
H 2.216 -0.364 -3.607
H 3.774 -0.689 -2.561
H 2.890 0.822 -2.797
H -0.983 -0.317 -0.737
*
```


#b
DFT (ωB97M-V/def2-TZVPD) results for a 2-piece molecular cluster, C9H16NS2 overall.

Values from the calculation:
M: 202.37 g/mol
highest occupied orbital energy: -12.969 eV

Geometry as ORCA input:
```
! RIJCOSX wB97M-V def2-TZVPD def2/J DEFGRID3
* xyz 1 1
C 1.407 2.136 1.904
C 1.786 0.708 1.780
N 1.274 -0.190 1.038
C 2.025 -1.514 1.275
C 3.188 -1.186 2.221
C 3.000 0.289 2.648
H 2.117 2.603 2.582
H 1.479 2.625 0.928
H 0.403 2.247 2.323
H 1.318 -2.193 1.775
H 2.317 -1.969 0.321
H 3.119 -1.808 3.113
H 4.158 -1.273 1.713
H 3.851 0.955 2.410
H 2.739 0.394 3.727
C -3.352 -0.533 -3.025
C -2.192 0.315 -3.505
S -0.653 0.122 -2.512
C -1.012 -0.141 -0.883
S -2.563 -0.489 -0.314
C -3.824 -0.201 -1.624
H -4.188 -0.399 -3.713
H -3.056 -1.570 -3.053
H -1.910 -0.062 -4.502
H -2.420 1.389 -3.586
H -0.170 -0.160 -0.156
H -4.216 0.821 -1.507
H -4.625 -0.917 -1.377
*
```


#b wins, 90.1 kcal/mol ahead of the next structure.


#a
DFT (ωB97M-V/def2-TZVPD) results for an isolated ion of composition C26H32N3 and charge +1.

Values from the calculation:
M: 386.56 g/mol
highest occupied orbital energy: -10.350 eV
SMILES string: Cc1c(C(c2c(C)n(C)c3ccccc23)[N@@H+]2CCC[C@H]2C)c2ccccc2n1C

Geometry as ORCA input:
```
! RIJCOSX wB97M-V def2-TZVPD def2/J DEFGRID3
* xyz 1 1
C 2.521 -2.341 2.549
C 1.563 -2.844 1.535
C 0.283 -2.386 1.241
C -0.153 -1.019 1.678
C -1.558 -0.618 1.375
C -2.563 -0.808 2.303
C -2.540 -1.434 3.651
N -3.748 -0.495 1.728
C -5.027 -0.753 2.349
C -3.543 -0.013 0.434
C -4.523 0.087 -0.557
C -4.081 0.339 -1.871
C -2.701 0.395 -2.151
C -1.736 0.200 -1.138
C -2.137 -0.023 0.192
N 0.746 0.302 0.907
C 1.606 -0.190 -0.224
C 2.257 1.070 -0.818
C 1.871 2.271 0.048
C 1.156 1.698 1.305
C 0.005 2.506 1.905
C -0.241 -3.202 0.169
C -1.395 -3.226 -0.635
C -1.445 -4.104 -1.736
C -0.384 -4.984 -2.036
C 0.760 -5.021 -1.222
C 0.816 -4.111 -0.178
N 1.908 -3.813 0.649
C 3.175 -4.526 0.689
H 2.002 -1.722 3.295
H 3.005 -3.148 3.110
H 3.322 -1.738 2.092
H -0.145 -1.070 2.815
H -1.509 -1.698 3.895
H -2.932 -0.737 4.407
H -3.117 -2.373 3.688
H -5.843 -0.441 1.689
H -5.133 -1.826 2.593
H -5.064 -0.205 3.305
H -5.573 0.024 -0.252
H -4.840 0.491 -2.643
H -2.414 0.551 -3.192
H -0.677 0.230 -1.368
H 1.225 -0.219 1.764
H 0.975 -0.794 -0.921
H 2.377 -0.892 0.164
H 1.871 1.147 -1.855
H 3.351 0.921 -0.815
H 1.136 2.913 -0.493
H 2.798 2.815 0.375
H 1.915 1.602 2.104
H 0.423 3.435 2.353
H -0.714 2.725 1.093
H -0.521 1.919 2.678
H -2.251 -2.578 -0.397
H -2.346 -4.127 -2.357
H -0.450 -5.631 -2.904
H 1.590 -5.717 -1.387
H 3.189 -5.247 -0.128
H 4.017 -3.821 0.567
H 3.265 -5.056 1.654
*
```


#b
DFT (ωB97M-V/def2-TZVPD) results for a 2-piece molecular cluster, C26H32N3 overall.

Values from the calculation:
M: 386.56 g/mol
highest occupied orbital energy: -10.764 eV

Geometry as ORCA input:
```
! RIJCOSX wB97M-V def2-TZVPD def2/J DEFGRID3
* xyz 1 1
C -7.758 2.897 3.523
N -6.837 2.623 2.442
C -6.833 3.666 1.439
C -5.853 1.628 2.513
C -6.073 0.337 1.972
C -5.070 -0.608 1.972
C -3.787 -0.343 2.527
C -2.766 -1.348 2.457
C -1.517 -1.257 3.078
C -0.350 -1.983 2.777
C 0.906 -1.657 3.395
C 2.139 -2.193 2.921
C 3.356 -1.841 3.481
C 3.425 -0.940 4.577
N 4.643 -0.625 5.194
C 5.431 0.541 4.868
C 5.166 -1.358 6.324
C 2.212 -0.394 5.059
C 0.996 -0.755 4.501
C -3.589 0.948 3.109
C -4.596 1.897 3.106
H -7.674 2.113 4.283
H -7.539 3.878 3.981
H -8.790 2.933 3.140
H -6.086 3.441 0.671
H -7.828 3.743 0.972
H -6.606 4.646 1.893
H -7.054 0.140 1.538
H -5.253 -1.585 1.523
H -2.990 -2.257 1.883
H -1.474 -0.542 3.907
H -0.399 -2.794 2.049
H 2.121 -2.879 2.074
H 4.304 -2.237 3.102
H 4.971 1.083 4.036
H 5.517 1.210 5.739
H 6.451 0.234 4.589
H 4.505 -2.198 6.558
H 6.174 -1.734 6.092
H 5.254 -0.704 7.208
H 2.253 0.317 5.893
H 0.097 -0.312 4.933
H -2.617 1.200 3.539
H -4.426 2.880 3.546
C -0.647 -9.524 -2.016
C -1.063 -9.399 -0.685
C -1.294 -8.132 -0.141
C -1.094 -6.975 -0.899
C -1.426 -5.614 -0.327
N -0.434 -4.840 0.443
C -0.711 -7.112 -2.240
C -0.472 -8.373 -2.794
H -0.452 -10.511 -2.441
H -1.230 -10.291 -0.079
H -1.653 -8.033 0.883
H -1.781 -4.985 -1.152
H -2.239 -5.748 0.390
H 0.494 -4.950 0.045
H -0.665 -3.849 0.398
H -0.617 -6.219 -2.859
H -0.173 -8.464 -3.841
*
```


#a wins, 27.2 kcal/mol ahead of the next structure.


#a
DFT (ωB97M-V/def2-TZVPD) results for one molecule with the formula C2H5NS2.

Values from the calculation:
M: 107.20 g/mol
highest occupied orbital energy: -8.800 eV
SMILES string: CS/C=N\S

Geometry as ORCA input:
```
! RIJCOSX wB97M-V def2-TZVPD def2/J DEFGRID3
* xyz 0 1
C -2.887 0.057 0.202
S -1.240 -0.526 -0.115
C -0.115 0.906 -0.009
N 1.121 0.929 -0.136
S 2.407 -0.292 0.104
H -3.432 -0.899 -0.341
H -3.153 0.282 1.338
H -2.972 1.020 -0.628
H -0.766 1.852 -0.075
H 1.804 -1.447 -0.332
*
```


#b
DFT (ωB97M-V/def2-TZVPD) results for one molecule with the formula C2H5NS2.

Values from the calculation:
M: 107.20 g/mol
highest occupied orbital energy: -8.725 eV
SMILES string: CN1S[C@@H]1S

Geometry as ORCA input:
```
! RIJCOSX wB97M-V def2-TZVPD def2/J DEFGRID3
* xyz 0 1
C -1.000 -0.311 0.268
N 0.398 -0.548 0.493
S 1.208 -1.823 -0.389
C 1.474 -0.115 -0.333
S 2.781 0.891 0.288
H -1.404 -1.393 0.340
H -1.382 0.333 0.993
H -1.251 -0.014 -0.821
H 1.378 0.609 -1.379
H 3.329 0.271 1.459
*
```


#a wins, 5.3 kcal/mol ahead of the next structure.


#a
DFT (ωB97M-V/def2-TZVPD) results for an isolated ion of composition C5H9NO and charge -1.

Values from the calculation:
M: 99.13 g/mol
expectation value of S²: 0.754
highest occupied orbital energy (spin up / spin down): 0.638 / -2.921 eV

Geometry as ORCA input:
```
! RIJCOSX wB97M-V def2-TZVPD def2/J DEFGRID3
* xyz -1 2
O -0.292 2.324 1.779
C 0.527 1.584 1.108
C 0.472 1.525 -0.397
C -0.120 0.214 -1.098
C -0.280 -0.940 -0.129
C -1.398 -1.089 0.599
N 0.755 -1.874 -0.156
H 1.064 0.769 1.620
H 1.513 1.598 -0.744
H -0.157 2.370 -0.676
H 0.645 -0.026 -1.836
H -1.129 0.400 -1.458
H -1.445 -1.852 1.317
H -2.109 -0.275 0.564
H 0.857 -2.567 0.563
H 1.096 -2.160 -1.056
*
```


#b
DFT (ωB97M-V/def2-TZVPD) results for a 2-piece molecular cluster, C5H9NO overall.

Values from the calculation:
M: 99.13 g/mol
expectation value of S²: 0.750
highest occupied orbital energy (spin up / spin down): 1.082 / -4.561 eV

Geometry as ORCA input:
```
! RIJCOSX wB97M-V def2-TZVPD def2/J DEFGRID3
* xyz -1 2
C 0.271 -0.702 -2.065
C 0.470 0.712 -1.992
N -0.252 1.140 -0.813
C -0.849 -0.008 -0.342
C -0.445 -1.216 -1.011
C -1.179 0.227 1.151
H 0.228 -1.061 -3.067
H 0.689 1.481 -2.535
H -0.109 1.871 -0.093
H -0.506 -2.232 -0.730
H -2.037 0.736 1.405
H -1.446 -0.646 1.801
H -0.258 0.725 1.669
H 1.528 -0.307 2.958
H 2.186 -0.690 1.595
O 1.710 -0.031 2.070
*
```


#a wins, 29.7 kcal/mol ahead of the next structure.


#a
DFT (ωB97M-V/def2-TZVPD) results for a 2-piece molecular cluster, C2H7S overall.

Values from the calculation:
M: 63.15 g/mol
highest occupied orbital energy: -1.973 eV

Geometry as ORCA input:
```
! RIJCOSX wB97M-V def2-TZVPD def2/J DEFGRID3
* xyz -1 1
C -0.725 0.607 1.780
H -0.880 1.159 0.815
H -1.694 0.434 2.322
H -0.157 1.276 2.431
H -0.207 -0.416 1.699
C 0.792 -0.527 -1.718
S 0.101 -1.849 -2.835
H 1.717 -0.072 -2.137
H 0.119 0.372 -1.642
H 0.934 -0.984 -0.716
*
```


#b
DFT (ωB97M-V/def2-TZVPD) results for a 2-piece molecular cluster, C2H7S overall.

Values from the calculation:
M: 63.15 g/mol
highest occupied orbital energy: -1.960 eV

Geometry as ORCA input:
```
! RIJCOSX wB97M-V def2-TZVPD def2/J DEFGRID3
* xyz -1 1
C 1.996 -0.127 -0.435
H 1.379 -0.923 -0.032
H 2.373 -0.444 -1.401
H 2.794 0.128 0.259
H 1.337 0.723 -0.556
C -1.898 0.144 0.507
S -3.226 -0.159 -0.694
H -2.288 0.424 1.483
H -1.254 -0.728 0.639
H -1.213 0.961 0.230
*
```


#b wins, 5.3 kcal/mol ahead of the next structure.